# 1
Molecular formula: C30H47BBr8NO22
Method: DFT, wB97M-V/def2-TZVPD

Element x y z (Å)
Br (-11.6545, -24.3793, -2.3746)
Br (-15.1886, -23.7583, -1.0802)
Br (-12.4007, -16.2383, -14.0510)
Br (-12.6192, -19.1239, -1.1656)
Br (-13.3447, -23.6168, -8.6563)
Br (-11.0902, -15.6917, -3.0473)
Br (-11.0791, -14.3833, -11.2441)
Br (-16.4154, -25.3905, -5.6968)
O (-17.4103, -16.9430, -18.1877)
O (-12.2232, -20.9737, -5.6530)
O (-18.7879, -21.3832, -10.9210)
O (-16.3125, -20.1189, -14.2066)
O (-14.5597, -15.0482, -5.6551)
O (-7.6095, -21.7815, -6.6533)
O (-15.1333, -17.0274, -10.0549)
O (-13.8992, -22.6461, -14.3521)
O (-11.7074, -22.8342, -13.9627)
O (-18.7299, -19.2639, -10.2811)
O (-9.2474, -21.3601, -5.2145)
O (-14.3329, -18.3826, -8.4548)
O (-14.6183, -14.0625, -7.6453)
O (-14.9753, -19.5479, -11.6414)
O (-7.3800, -20.1114, -5.1594)
O (-15.1038, -21.3615, -5.3746)
O (-14.2013, -20.3442, -9.6967)
O (-15.9351, -13.3070, -5.9964)
O (-12.8189, -20.1188, -7.6708)
O (-15.1244, -20.4219, -7.4184)
O (-20.0437, -19.8830, -12.0174)
O (-12.5092, -23.3181, -15.9964)
N (-15.4180, -18.9105, -17.2165)
C (-12.2600, -22.4051, -12.7280)
C (-9.6375, -22.5990, -5.7962)
C (-13.7002, -22.0404, -13.0893)
C (-17.9978, -21.3996, -9.7275)
C (-14.9827, -24.3997, -6.5579)
C (-13.0202, -20.6919, -6.5045)
C (-18.2727, -15.8487, -17.9964)
C (-14.0536, -22.9161, -2.4585)
C (-14.5505, -20.8507, -6.3002)
C (-16.7935, -19.1891, -17.5515)
C (-10.8435, -17.6339, -2.8522)
C (-12.1906, -18.3468, -2.9267)
C (-19.2721, -20.1303, -11.1532)
C (-12.6961, -22.9626, -14.8816)
C (-15.1460, -18.5952, -15.8203)
C (-17.7677, -18.0253, -17.3738)
C (-14.7215, -19.4063, -10.4830)
C (-8.0162, -20.9916, -5.6315)
C (-13.4252, -15.5629, -6.3197)
C (-18.2782, -20.0301, -9.1412)
C (-13.2869, -23.8730, -3.3337)
C (-13.5799, -15.0491, -7.7637)
C (-12.6552, -15.5621, -11.2757)
C (-14.9128, -24.5799, -8.0452)
C (-15.1004, -19.8239, -14.9088)
C (-14.7494, -18.0906, -9.6748)
C (-8.4917, -22.9073, -6.7881)
C (-12.4653, -16.7507, -12.1635)
C (-16.8449, -19.1749, -13.3111)
C (-15.1174, -14.0612, -6.3823)
B (-14.1157, -19.8251, -8.3062)
H (-13.3779, -16.6531, -6.2988)
H (-13.7956, -20.9583, -13.1314)
H (-14.2196, -18.0346, -15.7021)
H (-13.9709, -15.7778, -8.4667)
H (-17.9106, -19.3892, -13.2696)
H (-13.0207, -17.7110, -3.2019)
H (-16.6836, -18.1570, -13.6715)
H (-12.4828, -15.2405, -5.8734)
H (-16.8217, -19.5521, -18.5836)
H (-12.7308, -15.8698, -10.2372)
H (-10.3604, -17.7786, -1.8976)
H (-11.7784, -21.4910, -12.3478)
H (-18.7940, -18.3675, -17.5736)
H (-14.3410, -19.6499, -14.1308)
H (-12.6532, -14.6279, -8.1514)
H (-10.5623, -22.4236, -6.3423)
H (-8.8162, -22.9327, -7.8245)
H (-14.4210, -22.3379, -12.3285)
H (-13.4260, -22.2329, -1.9058)
H (-11.5712, -17.3228, -11.9491)
H (-12.1399, -19.2419, -3.5397)
H (-15.0242, -18.1903, -17.8037)
H (-13.5104, -14.9261, -11.4695)
H (-14.8971, -20.7222, -15.4843)
H (-13.8302, -24.7863, -3.5482)
H (-14.0853, -24.7671, -6.0735)
H (-15.8310, -24.3871, -8.5924)
H (-13.3538, -17.3788, -12.1008)
H (-17.4217, -19.5190, -8.7134)
H (-10.2087, -17.9022, -3.6892)
H (-16.9289, -21.5572, -9.8859)
H (-16.4045, -19.2745, -12.3149)
H (-17.7455, -17.7849, -16.2986)
H (-17.1917, -20.0123, -16.9518)
H (-19.3209, -16.1605, -18.1486)
H (-14.7707, -22.3839, -3.0812)
H (-18.1340, -15.1281, -18.8026)
H (-15.1461, -23.3630, -6.2871)
H (-12.9826, -23.3364, -4.2296)
H (-18.3653, -22.2534, -9.1610)
H (-18.1541, -15.4189, -17.0010)
H (-7.9269, -23.7922, -6.5007)
H (-14.6771, -25.6191, -8.2784)
H (-19.1314, -19.9656, -8.4628)
H (-12.0255, -23.0673, -11.8894)
H (-9.7561, -23.3825, -5.0531)
H (-15.8955, -17.9056, -15.4104)

The strongest force on any atom comes out at 1.8 eV/Å. As for the net charge: -1. Its multiplicity is 1. The calculation puts the frontier orbital gap at 8.15 eV.

Here are the Mulliken charges for atoms 1 to 4, given in e:
1 Br -0.194
2 Br -0.183
3 Br -0.184
4 Br -0.214

***

# 2
Molecular formula: C40H86F18N4O22PS6
Method: DFT, wB97M-V/def2-TZVPD

Element x y z (Å)
S (10.0750, -13.4553, -12.1798)
S (0.8162, -15.6435, -8.3295)
S (6.9669, -15.2915, -6.3985)
S (8.4990, -13.0125, -16.4211)
S (4.8451, -20.1032, -12.1984)
S (6.1794, -9.7909, -13.6757)
P (10.6568, -8.4197, -6.3508)
F (10.8634, -14.3383, -9.7697)
F (7.3958, -15.4570, -16.1398)
F (3.9358, -20.2007, -9.6327)
F (-1.1602, -14.0930, -9.3140)
F (9.5518, -15.4211, -7.0733)
F (3.7373, -10.8101, -14.3091)
F (2.8218, -21.3274, -11.0833)
F (0.8232, -13.5667, -10.0134)
F (4.4785, -9.2524, -15.6178)
F (5.3737, -11.2135, -15.7393)
F (8.2711, -15.9111, -8.7247)
F (7.2061, -14.1394, -14.4316)
F (9.8123, -12.4629, -9.7795)
F (8.5116, -17.3743, -7.1450)
F (2.6626, -19.1486, -11.0879)
F (5.9268, -13.8774, -16.1342)
F (-0.2343, -15.3586, -10.7675)
F (11.8862, -12.4671, -10.4881)
O (11.2994, -13.7975, -12.9092)
O (5.7961, -15.8767, -7.0685)
O (8.3964, -11.8555, -15.4987)
O (7.0339, -13.8687, -6.7182)
O (-0.1850, -16.6240, -7.9620)
O (6.6971, -11.0105, -13.0210)
O (11.1576, -18.8443, -10.5311)
O (9.0757, -14.4932, -12.0996)
O (5.9575, -20.9728, -11.8877)
O (7.1446, -15.6384, -4.9612)
O (4.1425, -20.5785, -13.4075)
O (5.4627, -16.0261, -12.1120)
O (9.7573, -13.7389, -16.2915)
O (1.9700, -16.2476, -8.9709)
O (5.4740, -8.9016, -12.7126)
O (7.2258, -9.2380, -14.4588)
O (3.1412, -18.2391, -14.8013)
O (8.1552, -12.7044, -17.8002)
O (9.5497, -12.1773, -12.5440)
O (5.2336, -18.6928, -12.2644)
O (2.4086, -9.7414, -8.9384)
O (1.2038, -14.7375, -7.2618)
N (0.7871, -9.1247, -11.4110)
N (1.2250, -16.8927, -14.6369)
N (5.2431, -13.4227, -10.6479)
N (9.3142, -17.5863, -12.6560)
C (3.6034, -15.9229, -15.0337)
C (4.3580, -12.6926, -11.6125)
C (4.8310, -10.3479, -14.9075)
C (-0.0150, -9.2793, -12.6917)
C (1.0152, -10.5174, -10.8325)
C (7.1515, -14.1721, -15.7831)
C (8.1337, -9.6755, -6.7794)
C (11.7952, -7.9666, -4.9946)
C (10.4266, -6.9854, -7.4797)
C (-0.0778, -8.3115, -10.5367)
C (9.9168, -16.9077, -11.4365)
C (0.0278, -14.5717, -9.6942)
C (11.5048, -9.7790, -7.2745)
C (9.0293, -8.9957, -5.7292)
C (10.6907, -4.0936, -8.7710)
C (4.2618, -15.6255, -11.4600)
C (10.4080, -18.3362, -13.3895)
C (7.2113, -8.7561, -7.5994)
C (10.3111, -17.7624, -10.2494)
C (6.2016, -9.3766, -8.4952)
C (11.8452, -6.6481, -2.0157)
C (11.7442, -5.1945, -8.7842)
C (11.8258, -10.9805, -6.3558)
C (6.6313, -13.5856, -11.2824)
C (1.3241, -10.5454, -9.3566)
C (11.6915, -6.1436, -7.5843)
C (4.5699, -14.7333, -10.2455)
C (2.0730, -8.4063, -11.7922)
C (8.1948, -18.5349, -12.2886)
C (12.5579, -13.4656, -6.2189)
C (3.4831, -20.1835, -10.8700)
C (5.4560, -12.5864, -9.4012)
C (11.5641, -8.6696, -3.6390)
C (0.9669, -16.7282, -13.1266)
C (12.2932, -8.0538, -2.4446)
C (12.4585, -12.1961, -7.0452)
C (8.4345, -16.0836, -7.3761)
C (2.7160, -17.1389, -14.9046)
C (8.7790, -16.5339, -13.6013)
C (10.7490, -13.1522, -10.4235)
H (12.7593, -4.8070, -8.8863)
H (9.3866, -9.7935, -5.0729)
H (0.9060, -16.0387, -15.0890)
H (11.6178, -6.8900, -4.9368)
H (11.2369, -17.6320, -13.4210)
H (6.6914, -10.0520, -9.2027)
H (7.8262, -7.9764, -8.0564)
H (6.2777, -13.0394, -8.8491)
H (10.9470, -9.9548, -8.1951)
H (9.6342, -15.8949, -13.8141)
H (10.8035, -17.1531, -9.4836)
H (12.4792, -9.3882, -7.5833)
H (7.9898, -15.9710, -13.1050)
H (13.0243, -13.1606, -5.2778)
H (12.0025, -5.5463, -6.7239)
H (3.6573, -14.4915, -9.6967)
H (11.6282, -5.8315, -9.6649)
H (3.7644, -16.5581, -11.1879)
H (9.4934, -6.4512, -7.3083)
H (8.3302, -16.9802, -14.4865)
H (3.5391, -15.0872, -12.0851)
H (13.0923, -14.2342, -6.7713)
H (-0.9285, -9.8366, -12.4964)
H (5.4390, -16.9841, -12.2368)
H (2.6465, -8.3987, -10.8662)
H (10.7465, -3.3768, -7.9530)
H (10.1152, -18.7170, -14.3645)
H (8.5621, -8.1888, -5.1634)
H (10.7050, -19.1666, -12.7514)
H (9.7333, -4.6037, -8.8936)
H (3.2383, -15.3693, -15.9033)
H (12.5181, -6.3548, -1.2094)
H (9.1727, -16.1941, -11.0865)
H (-0.0190, -8.3168, -13.1976)
H (9.4413, -18.1032, -9.6764)
H (13.4612, -11.9074, -7.3688)
H (10.8131, -6.6855, -1.6703)
H (5.6135, -8.6362, -9.0332)
H (7.0841, -12.5956, -11.2882)
H (1.6026, -15.9381, -12.7301)
H (5.6693, -11.5593, -9.6921)
H (4.4474, -13.1523, -12.5949)
H (6.6411, -8.1646, -6.8707)
H (0.0727, -11.0576, -10.9147)
H (11.1962, -19.3457, -9.7122)
H (5.5513, -10.0889, -7.9819)
H (12.5443, -6.8120, -7.7370)
H (3.4397, -15.2086, -14.2234)
H (8.5920, -19.3559, -11.6975)
H (6.4318, -13.8497, -12.3150)
H (2.6544, -10.0620, -8.0644)
H (8.8457, -10.0890, -7.5004)
H (12.4421, -10.6667, -5.5119)
H (0.6691, -17.6144, -15.0909)
H (2.6380, -8.9789, -12.5271)
H (7.4298, -17.9942, -11.7377)
H (1.3132, -17.5909, -12.5569)
H (1.8811, -7.3888, -12.1241)
H (4.6423, -16.2362, -15.0488)
H (-0.8904, -8.8958, -10.1073)
H (11.5910, -13.8560, -5.8980)
H (11.9916, -5.9076, -2.8022)
H (7.1571, -14.3316, -10.6965)
H (10.4892, -8.6027, -3.4552)
H (12.3299, -8.7023, -1.5667)
H (13.3642, -8.0973, -2.6713)
H (7.5969, -10.5361, -6.3813)
H (-0.0988, -16.5503, -13.0180)
H (0.4761, -8.0018, -9.6489)
H (0.5081, -9.9171, -13.4084)
H (-0.4191, -7.4158, -11.0495)
H (10.8467, -11.2701, -5.9617)
H (12.7749, -8.0725, -5.4640)
H (10.7368, -3.4786, -9.6721)
H (1.8186, -10.9780, -11.4066)
H (7.8151, -18.7996, -13.2726)
H (11.8180, -9.7290, -3.6222)
H (11.8754, -12.3759, -7.9494)
H (0.4050, -10.2255, -8.8555)
H (4.5221, -12.6286, -8.8407)
H (4.6424, -11.6420, -11.5976)
H (5.1048, -15.2677, -9.4571)
H (10.3114, -7.5279, -8.4233)
H (10.8019, -16.3729, -11.7800)
H (3.2812, -12.7555, -11.4309)
H (1.4206, -11.6089, -9.1259)

The strongest force on any atom comes out at 3.7 eV/Å. As for the net charge: -1. Its multiplicity is 1. The calculation puts the frontier orbital gap at 5.15 eV.

Here are the Mulliken charges for atoms 1 to 4, given in e:
1 S 1.278
2 S 1.102
3 S 0.960
4 S 1.154